Run w
ORCA calculation (ωB97M-V with the def2-TZVPD basis set) on 15 unconnected molecules or ions with the total composition C60H165N15O15.

CARTESIAN COORDINATES (ANGSTROEM)
C1 -16.30501 -18.83255 -21.95466
C2 -16.25504 -19.81753 -20.73329
C3 -14.80291 -20.16411 -20.06504
O1 -14.20338 -21.15361 -20.88713
C4 -13.27623 -21.91805 -20.14168
N1 -17.09448 -19.16199 -19.67306
H1 -15.71834 -19.05297 -22.84647
H2 -15.91610 -17.91250 -21.51837
H3 -17.33426 -18.74667 -22.30304
H4 -16.62763 -20.80309 -21.01251
H5 -14.84957 -20.43372 -19.00994
H6 -14.11416 -19.31998 -20.09916
H7 -12.42053 -21.40224 -19.70601
H8 -12.72553 -22.69163 -20.67685
H9 -13.66127 -22.42653 -19.25776
H10 -16.70840 -18.23669 -19.55113
H11 -16.95176 -19.52125 -18.73996
C5 -19.17890 -21.31822 -27.41978
C6 -18.06493 -20.81914 -26.50109
C7 -18.13640 -21.29321 -25.03268
O2 -19.40715 -21.06089 -24.40625
C8 -19.49463 -21.75524 -23.12016
N2 -16.83276 -21.05924 -27.15566
H12 -19.06723 -22.40249 -27.42199
H13 -19.04410 -20.95986 -28.44032
H14 -20.18197 -21.07879 -27.06674
H15 -18.15701 -19.73321 -26.52019
H16 -17.34904 -20.81586 -24.44933
H17 -17.80442 -22.33081 -24.99669
H18 -19.39163 -22.83860 -23.18196
H19 -20.44998 -21.54821 -22.63793
H20 -18.89750 -21.28996 -22.33590
H21 -16.93812 -20.90764 -28.14865
H22 -16.53956 -22.01721 -27.02748
C9 -12.74445 -24.28618 -23.76370
C10 -13.03568 -25.07887 -22.52733
C11 -14.57939 -25.39249 -22.34655
O3 -15.10922 -25.73541 -23.62186
C12 -16.35630 -25.02675 -23.83467
N3 -12.23463 -26.25011 -22.81891
H23 -12.76408 -24.95559 -24.62371
H24 -11.78417 -23.77427 -23.70116
H25 -13.56061 -23.58284 -23.92892
H26 -12.53341 -24.64010 -21.66518
H27 -14.95831 -24.50814 -21.83425
H28 -14.73179 -26.13243 -21.56083
H29 -17.08722 -25.37902 -23.10682
H30 -16.77505 -25.19346 -24.82712
H31 -16.19647 -23.96571 -23.64296
H32 -12.58262 -26.66290 -23.67249
H33 -12.54712 -26.89050 -22.10313
C13 -15.63757 -24.23700 -28.79348
C14 -15.79210 -24.74130 -27.32930
C15 -14.81389 -25.89627 -27.07559
O4 -13.45805 -25.52464 -27.30289
C16 -12.64129 -26.64305 -27.12240
N4 -15.54671 -23.63942 -26.46208
H34 -15.86015 -25.11241 -29.40358
H35 -14.65586 -23.84082 -29.05306
H36 -16.32358 -23.42280 -29.02708
H37 -16.84607 -25.00514 -27.24184
H38 -15.19208 -26.81262 -27.52877
H39 -14.99196 -26.06662 -26.01381
H40 -11.62647 -26.24921 -27.06639
H41 -12.84201 -27.41458 -27.86574
H42 -12.81194 -27.03403 -26.11935
H43 -15.20704 -24.11250 -25.63690
H44 -14.68489 -23.21040 -26.76754
C17 -24.06833 -20.66848 -24.56274
C18 -24.36435 -19.96998 -23.27754
C19 -25.76723 -19.96268 -22.84008
O5 -26.51433 -19.18190 -23.69543
C20 -27.88572 -19.29878 -23.56583
N5 -23.50809 -20.37838 -22.17179
H45 -24.61685 -20.37104 -25.45647
H46 -24.20857 -21.72542 -24.33619
H47 -22.99703 -20.70430 -24.76054
H48 -24.15194 -18.91812 -23.46883
H49 -26.00275 -19.53257 -21.86661
H50 -26.33106 -20.89191 -22.75807
H51 -28.31409 -18.69700 -24.36737
H52 -28.19036 -18.98399 -22.56773
H53 -28.30836 -20.30334 -23.54739
H54 -22.55181 -20.26724 -22.47720
H55 -23.79964 -21.30463 -21.89403
C21 -17.82171 -17.22743 -24.54027
C22 -17.72563 -16.14213 -25.71098
C23 -19.09665 -15.46542 -25.87688
O6 -20.15821 -16.16847 -26.42150
C24 -19.98424 -16.69954 -27.74294
N6 -16.73972 -15.23103 -25.19561
H56 -17.86980 -16.97212 -23.48168
H57 -16.91071 -17.82384 -24.49064
H58 -18.70331 -17.82613 -24.76925
H59 -17.41875 -16.72968 -26.57626
H60 -18.87728 -14.71381 -26.63521
H61 -19.45650 -14.95267 -24.98487
H62 -20.09226 -15.99273 -28.56565
H63 -20.71069 -17.49782 -27.89494
H64 -19.08674 -17.30725 -27.85822
H65 -16.50880 -14.48210 -25.83270
H66 -17.14952 -14.67686 -24.45732
C25 -20.16987 -25.40854 -21.09124
C26 -19.01324 -26.42009 -21.00044
C27 -17.91174 -25.80857 -20.06726
O7 -17.35689 -24.70488 -20.81995
C28 -16.63433 -23.73278 -19.97388
N7 -19.47739 -27.64703 -20.42397
H67 -20.94351 -25.81170 -21.74471
H68 -19.88144 -24.43240 -21.48120
H69 -20.64728 -25.26369 -20.12212
H70 -18.55776 -26.72474 -21.94269
H71 -17.06693 -26.49567 -20.01948
H72 -18.27151 -25.50152 -19.08523
H73 -16.10746 -24.23243 -19.16095
H74 -17.36349 -22.97468 -19.68802
H75 -15.84026 -23.17281 -20.46784
H76 -20.14500 -28.04347 -21.06991
H77 -20.01465 -27.51356 -19.57920
C29 -21.86297 -27.24893 -30.99745
C30 -21.43006 -25.95820 -31.51368
C31 -20.12332 -25.38501 -30.82662
O8 -19.88704 -24.07902 -31.41281
C32 -19.02843 -23.33455 -30.63171
N8 -21.18504 -26.24169 -32.88699
H78 -21.96636 -27.21863 -29.91279
H79 -21.41172 -28.18193 -31.33507
H80 -22.87587 -27.38689 -31.37576
H81 -22.23805 -25.23002 -31.44302
H82 -19.30782 -26.10552 -30.88925
H83 -20.51903 -25.24203 -29.82110
H84 -19.63587 -22.77668 -29.91904
H85 -18.54112 -22.57729 -31.24585
H86 -18.16356 -23.76141 -30.12388
H87 -20.49094 -25.53118 -33.07002
H88 -20.69016 -27.10093 -33.07906
C33 -25.35069 -21.63728 -18.70984
C34 -26.11442 -22.50538 -19.73417
C35 -25.17388 -23.50538 -20.45643
O9 -24.38979 -22.78283 -21.31877
C36 -23.59601 -23.60004 -22.23337
N9 -27.30878 -23.12156 -18.99407
H89 -25.84556 -21.51966 -17.74580
H90 -25.13899 -20.65416 -19.13024
H91 -24.45202 -22.13772 -18.34922
H92 -26.63907 -21.98479 -20.53531
H93 -25.65601 -24.28555 -21.04549
H94 -24.50764 -23.95432 -19.71977
H95 -24.28267 -24.10634 -22.91180
H96 -22.84347 -24.15987 -21.67806
H97 -23.05262 -22.98791 -22.95318
H98 -27.79089 -22.38216 -18.50318
H99 -27.94073 -23.46522 -19.70305
C37 -23.60840 -17.95222 -29.46667
C38 -23.39721 -17.38810 -30.87985
C39 -21.92852 -17.23068 -31.20174
O10 -21.23595 -18.52823 -31.13493
C40 -19.85151 -18.41083 -31.04167
N10 -24.01423 -18.18568 -31.87489
H100 -23.03374 -17.27314 -28.83682
H101 -23.28110 -18.99089 -29.42053
H102 -24.64619 -17.92530 -29.13445
H103 -23.91994 -16.43409 -30.94864
H104 -21.59583 -16.51549 -30.44947
H105 -21.73735 -16.74183 -32.15703
H106 -19.44796 -17.60383 -30.43012
H107 -19.66013 -18.13947 -32.07986
H108 -19.67967 -19.43389 -30.70713
H109 -23.92512 -19.10788 -31.47277
H110 -23.42829 -18.07440 -32.69000
C41 -20.10085 -18.55126 -21.94923
C42 -19.89902 -17.30437 -21.23206
C43 -20.79131 -16.24848 -21.99057
O11 -22.21376 -16.50088 -22.17506
C44 -22.84409 -15.27402 -22.54965
N11 -20.24539 -17.35420 -19.88532
H111 -21.16909 -18.68511 -22.11966
H112 -19.76841 -19.47718 -21.47993
H113 -19.67808 -18.68199 -22.94536
H114 -18.83930 -17.05981 -21.30470
H115 -20.38953 -16.11859 -22.99546
H116 -20.61345 -15.32324 -21.44249
H117 -22.54296 -14.93300 -23.54016
H118 -22.61520 -14.44564 -21.87920
H119 -23.92045 -15.38630 -22.41945
H120 -19.47213 -17.93097 -19.58615
H121 -21.07695 -17.92593 -19.92690
C45 -15.56479 -18.09522 -28.67708
C46 -14.21232 -18.05213 -27.82119
C47 -13.96324 -16.55350 -27.40578
O12 -13.66221 -15.76120 -28.50389
C48 -13.37378 -14.41741 -28.09566
N12 -14.54248 -18.68639 -26.59496
H122 -16.47005 -17.83964 -28.12637
H123 -15.78643 -19.12503 -28.95721
H124 -15.63864 -17.46020 -29.55992
H125 -13.32465 -18.48552 -28.28197
H126 -13.01338 -16.59277 -26.87255
H127 -14.79568 -16.07609 -26.88884
H128 -14.31437 -13.89975 -28.28382
H129 -12.60695 -13.96848 -28.72696
H130 -13.00950 -14.34951 -27.07058
H131 -14.96322 -19.58562 -26.78060
H132 -15.34362 -18.20221 -26.21569
C49 -13.72232 -21.90727 -31.75993
C50 -14.59573 -20.95426 -30.99795
C51 -16.07746 -21.17307 -31.35336
O13 -16.53772 -21.13058 -32.69313
C52 -16.21626 -20.02696 -33.53459
N13 -14.44150 -21.20112 -29.57137
H133 -13.74170 -21.76561 -32.84052
H134 -14.09261 -22.91708 -31.58309
H135 -12.70768 -21.71409 -31.41166
H136 -14.29772 -19.93554 -31.24594
H137 -16.56648 -20.31463 -30.89288
H138 -16.40275 -22.14956 -30.99457
H139 -16.88316 -20.05125 -34.39642
H140 -15.21494 -20.15069 -33.94708
H141 -16.40207 -19.16463 -32.89431
H142 -14.55566 -20.36695 -29.01350
H143 -13.45928 -21.32008 -29.36842
C53 -21.32545 -25.33771 -24.60724
C54 -21.85880 -24.97143 -25.98048
C55 -21.80068 -26.29014 -26.89930
O14 -20.49185 -26.85405 -27.02446
C56 -19.29908 -25.99741 -27.08603
N14 -23.21213 -24.45938 -25.72373
H144 -20.25337 -25.29339 -24.41546
H145 -21.74792 -26.30901 -24.34996
H146 -21.60284 -24.70265 -23.76590
H147 -21.20592 -24.26330 -26.49076
H148 -22.19716 -26.25461 -27.91401
H149 -22.46966 -26.98411 -26.39040
H150 -19.06677 -25.56618 -26.11229
H151 -19.27222 -25.22647 -27.85611
H152 -18.40426 -26.59050 -27.27483
H153 -23.74905 -25.24708 -25.39004
H154 -23.24363 -23.76089 -24.99488
C57 -21.01707 -22.68280 -18.41581
C58 -20.39275 -21.25949 -18.72401
C59 -19.94084 -20.57632 -17.34286
O15 -18.53324 -20.70827 -17.17997
C60 -18.06396 -21.75835 -16.37441
N15 -19.29491 -21.48798 -19.61542
H155 -21.91340 -22.43489 -17.84727
H156 -20.51173 -23.37848 -17.74592
H157 -21.29398 -23.23705 -19.31260
H158 -21.10331 -20.62969 -19.25932
H159 -20.46445 -20.91723 -16.44971
H160 -19.86140 -19.50163 -17.50664
H161 -17.06956 -22.00169 -16.74864
H162 -18.82720 -22.52879 -16.48388
H163 -17.96325 -21.35672 -15.36612
H164 -18.76913 -22.30300 -19.33365
H165 -18.62714 -20.74546 -19.46425

## Properties
Frontier orbital gap, eV: 9.04
LUMO energy, eV: 0.4
Total charge: 0
E_HOMO, eV: -8.620



Run x
ORCA calculation (ωB97M-V with the def2-TZVPD basis set) on 15 unconnected molecules or ions with the total composition C60H165N15O15.

CARTESIAN COORDINATES (ANGSTROEM)
C1 19.64138 15.50906 10.10294
C2 20.51866 16.74238 10.30096
C3 20.79920 17.09007 11.81140
O1 21.32014 18.39554 11.95344
C4 21.46414 18.78127 13.31968
N1 21.77008 16.44234 9.56918
H1 18.68993 15.77392 10.56414
H2 20.02908 14.60046 10.56364
H3 19.37862 15.26528 9.07356
H4 19.93042 17.56079 9.88594
H5 21.49572 16.40744 12.29816
H6 19.87966 17.03592 12.39416
H7 21.81932 17.98280 13.97114
H8 20.53706 19.11112 13.78854
H9 22.12090 19.65114 13.31058
H10 22.04256 15.47126 9.62260
H11 22.47830 17.06116 9.93744
C5 16.04170 18.19049 20.69532
C6 16.03898 16.85104 19.98150
C7 14.88156 16.77207 18.95708
O2 13.64084 16.63604 19.67760
C8 12.47328 16.40030 18.87341
N2 17.30286 16.65500 19.22708
H12 16.69892 18.08185 21.55808
H13 15.07372 18.53804 21.05630
H14 16.43208 18.96648 20.03689
H15 15.99000 15.99984 20.66060
H16 14.98702 15.82464 18.42851
H17 14.83900 17.56000 18.20510
H18 12.63384 15.61182 18.13813
H19 12.13984 17.24732 18.27388
H20 11.67904 16.03552 19.52474
H21 17.39978 17.45322 18.61591
H22 18.13447 16.71136 19.79746
C9 21.90842 15.65420 21.85708
C10 20.72540 15.37574 20.93382
C11 20.85290 13.98772 20.18254
O3 21.77092 14.21502 19.08190
C12 21.19572 14.92438 17.92800
N3 19.54616 15.31712 21.79788
H23 22.03854 14.90812 22.64100
H24 21.58094 16.55614 22.37412
H25 22.88032 15.82856 21.39540
H26 20.73078 16.10572 20.12438
H27 19.87614 13.65358 19.83270
H28 21.21750 13.23852 20.88530
H29 20.96768 15.98978 17.89632
H30 20.21954 14.50452 17.68530
H31 21.82178 14.79980 17.04446
H32 19.89976 14.79776 22.58864
H33 18.88452 14.71072 21.33462
C13 17.04726 12.65036 17.84232
C14 16.83072 12.30722 19.34832
C15 17.60114 11.07920 19.85296
O4 17.24546 9.94670 19.02352
C16 17.76419 8.77412 19.50652
N4 17.25083 13.48704 20.06394
H34 16.61929 13.62030 17.58904
H35 16.44438 11.95108 17.26297
H36 18.09264 12.60332 17.53728
H37 15.76848 12.16830 19.54940
H38 17.33602 10.85656 20.88652
H39 18.69018 11.07866 19.80697
H40 18.81868 8.84306 19.77366
H41 17.64784 8.13379 18.63212
H42 17.22484 8.42704 20.38784
H43 16.63871 13.57614 20.86235
H44 17.00946 14.31416 19.53694
C17 15.40974 22.20690 10.91934
C18 15.03282 21.03744 11.77818
C19 16.35631 20.49833 12.40378
O5 17.19366 19.98662 11.38382
C20 18.53211 20.08442 11.78568
N5 14.15784 21.45374 12.78390
H45 14.56666 22.57594 10.33526
H46 16.15884 21.99404 10.15668
H47 15.88544 22.96168 11.54554
H48 14.59206 20.25049 11.16618
H49 16.04670 19.64488 13.00700
H50 16.84690 21.26036 13.00936
H51 18.63414 19.45015 12.66626
H52 18.86774 21.10736 11.95600
H53 19.15980 19.58722 11.04614
H54 13.64876 20.67128 13.16950
H55 13.39624 22.04700 12.48708
C21 18.69941 23.77756 17.70960
C22 18.47164 22.26236 18.00842
C23 17.29902 21.93948 18.94880
O6 17.45128 22.47372 20.24976
C24 16.45926 22.10320 21.20302
N6 18.24889 21.72826 16.63915
H56 19.49180 23.92302 16.97538
H57 18.98349 24.21046 18.66876
H58 17.83754 24.40138 17.47276
H59 19.31878 21.74514 18.45892
H60 17.24862 20.85590 19.05554
H61 16.37044 22.41938 18.63972
H62 16.76053 21.20902 21.74872
H63 15.50738 21.95036 20.69442
H64 16.39198 22.85452 21.98982
H65 17.51226 22.28524 16.23018
H66 19.06752 21.93954 16.08660
C25 10.99018 16.45929 10.61746
C26 12.10196 17.09438 9.74717
C27 13.47380 16.62516 10.10782
O7 13.73444 16.75459 11.50350
C28 15.04148 16.34538 11.86968
N7 11.72636 16.90020 8.37162
H67 11.14740 15.38480 10.71158
H68 10.07564 16.71086 10.08039
H69 10.92690 16.94568 11.59088
H70 12.10530 18.15702 9.98980
H71 14.14530 17.05840 9.36654
H72 13.46030 15.56492 9.85520
H73 15.10910 16.24004 12.95246
H74 15.75574 17.12576 11.60708
H75 15.22194 15.36284 11.43360
H76 10.81576 17.27594 8.14864
H77 12.35208 17.42844 7.78040
C29 24.32474 21.43560 15.49908
C30 23.19490 22.25140 16.17720
C31 21.74324 21.66618 16.06739
O8 21.20130 21.57814 14.76190
C32 20.85522 22.76380 14.17008
N8 23.54562 22.32314 17.61563
H78 24.84906 20.72092 16.13346
H79 25.05968 22.07626 15.01176
H80 23.76056 20.86414 14.76202
H81 23.10432 23.27432 15.81180
H82 21.07818 22.22164 16.72864
H83 21.76106 20.63187 16.41083
H84 21.80958 23.12790 13.78966
H85 20.53892 23.53526 14.87216
H86 20.09853 22.64822 13.39408
H87 23.49656 21.39860 18.01926
H88 24.53060 22.49472 17.47261
C33 13.61896 14.22022 15.74088
C34 13.30544 13.11794 14.71960
C35 13.51658 13.52162 13.25712
O9 12.95542 12.54174 12.45266
C36 13.01130 12.77922 11.07256
N9 14.28292 12.03798 15.02684
H89 13.59794 13.92432 16.78974
H90 12.89366 15.03016 15.66328
H91 14.62684 14.62668 15.65706
H92 12.31124 12.73654 14.95242
H93 14.56724 13.71004 13.03646
H94 13.02812 14.44084 12.93384
H95 12.19438 13.40758 10.71774
H96 12.81038 11.83742 10.56194
H97 14.00854 13.07190 10.74400
H98 14.23122 11.45002 14.20726
H99 14.07078 11.44702 15.81796
C37 18.75637 10.41904 15.41224
C38 17.28971 10.27830 14.90276
C39 17.30847 9.89746 13.37636
O10 17.91018 10.93010 12.63012
C40 17.08119 12.04180 12.45374
N10 16.62743 9.18820 15.63788
H100 18.75214 10.78096 16.44038
H101 19.33078 11.08400 14.76724
H102 19.26494 9.45734 15.47998
H103 16.72576 11.17766 15.15012
H104 16.34754 9.68204 12.90910
H105 17.87542 8.98605 13.18662
H106 17.52492 12.75568 11.75980
H107 16.85148 12.43086 13.44570
H108 16.11251 11.83588 11.99836
H109 16.68976 9.50606 16.59452
H110 15.64120 9.32359 15.46728
C41 13.52236 18.27080 14.92046
C42 12.23106 18.52624 14.18526
C43 11.07856 17.62990 14.82658
O11 10.75402 18.11568 16.13065
C44 9.78678 17.36658 16.82032
N11 11.85492 19.92036 14.22568
H111 13.39246 18.34782 15.99996
H112 14.27466 19.02230 14.68090
H113 13.95594 17.33128 14.57782
H114 12.41936 18.36004 13.12458
H115 11.22338 16.55012 14.86116
H116 10.24670 17.79106 14.14090
H117 10.14929 16.39314 17.15068
H118 8.88490 17.18836 16.23469
H119 9.46184 17.97589 17.66368
H120 10.96276 19.90754 13.75244
H121 11.56928 20.02251 15.18904
C45 24.55148 18.01249 17.69334
C46 24.17842 18.73288 18.96364
C47 25.34348 19.59198 19.54606
O12 26.36822 18.81580 20.19960
C48 25.81814 17.94960 21.21392
N12 23.05380 19.62504 18.75898
H122 23.70386 17.33961 17.56340
H123 25.50136 17.48359 17.77118
H124 24.52182 18.64384 16.80530
H125 23.81814 18.02816 19.71310
H126 24.95456 20.23690 20.33404
H127 25.80474 20.24692 18.80688
H128 24.97702 18.28762 21.81920
H129 26.65472 17.69370 21.86410
H130 25.48068 17.00316 20.79146
H131 22.17398 19.13386 18.69006
H132 23.07208 20.27329 19.53328
C49 19.62041 18.08758 16.47928
C50 18.13150 18.18522 16.14698
C51 17.50996 16.83748 15.75050
O13 18.00844 16.39969 14.48696
C52 17.56480 15.06442 14.15140
N13 17.52742 18.85277 17.25812
H133 19.75228 17.79653 17.52139
H134 20.04772 19.08580 16.57456
H135 20.24824 17.39967 15.91298
H136 17.98962 18.79328 15.25354
H137 16.42278 16.91004 15.78032
H138 17.83884 16.13052 16.51219
H139 16.47580 15.02322 14.13040
H140 17.78156 14.33000 14.92712
H141 18.00489 14.66950 13.23572
H142 16.63196 19.17554 16.92038
H143 17.96770 19.75698 17.35109
C53 22.24106 21.73340 22.27458
C54 20.94366 21.95212 21.57162
C55 20.08498 20.63464 21.55668
O14 20.66840 19.71712 20.61764
C56 19.66214 18.83250 20.15828
N14 20.20448 22.97088 22.26432
H144 22.13226 21.53706 23.34122
H145 22.85620 22.62906 22.18794
H146 22.77654 20.85913 21.90442
H147 21.04932 22.39070 20.57936
H148 19.08326 20.97610 21.29580
H149 20.06074 20.12436 22.51954
H150 20.27505 18.06252 19.68968
H151 19.14672 19.28964 19.31361
H152 18.91818 18.43614 20.84932
H153 19.37982 23.14492 21.70778
H154 20.65584 23.87132 22.18942
C57 24.74718 14.48790 15.64902
C58 24.71858 13.96146 14.17664
C59 23.36820 14.27346 13.44096
O15 22.41944 13.19892 13.59494
C60 21.07530 13.50310 13.81806
N15 25.76988 14.67910 13.47738
H155 24.05528 13.87928 16.23122
H156 24.43790 15.51486 15.84348
H157 25.70284 14.38520 16.16308
H158 24.91130 12.89490 14.06088
H159 23.54744 14.27172 12.36580
H160 22.94786 15.25874 13.64250
H161 20.72014 14.10718 12.98318
H162 20.95907 14.10972 14.71616
H163 20.50590 12.57642 13.74606
H164 25.87324 14.42684 12.50488
H165 25.51294 15.65586 13.47222

## Properties
Frontier orbital gap, eV: 9.30
LUMO energy, eV: 0.4
Total charge: 0
E_HOMO, eV: -8.892



Bottom line: run x, by a margin of 131.9 kcal/mol.